(1)
C32H48ClEuN2O6P as an isolated structure, computed with ωB97M-V/def2-TZVPD.

```
91
Properties=species:S:1:pos:R:3:lowdin_charge:R:1
Eu -1.315 -1.456 -0.300 1.28
Cl -2.742 -0.988 1.777 -0.19
P 1.204 0.701 -1.761 0.99
C 0.754 0.510 -0.101 -0.33
H 0.910 1.402 0.519 -0.02
H 1.238 -0.398 0.317 0.00
C 0.039 0.172 -3.131 -0.36
C 2.775 -0.313 -1.886 -0.36
C 0.381 0.810 -4.493 -0.21
H 0.233 -0.919 -3.190 0.11
C -0.431 0.205 -5.643 -0.19
H 0.151 1.885 -4.435 0.10
H 1.452 0.713 -4.719 0.09
C -1.939 0.269 -5.381 -0.20
H -0.191 0.744 -6.568 0.11
H -0.124 -0.842 -5.778 0.12
C -2.299 -0.269 -3.992 -0.19
H -2.280 1.309 -5.476 0.11
H -2.467 -0.297 -6.154 0.11
C -1.468 0.409 -2.890 -0.22
H -3.372 -0.126 -3.804 0.11
H -2.111 -1.354 -3.976 0.12
H -1.649 1.494 -2.905 0.11
H -1.837 0.123 -1.886 0.03
C 1.630 2.490 -1.937 -0.36
C 3.905 0.288 -1.025 -0.19
H 2.489 -1.280 -1.430 0.09
C 5.137 -0.624 -1.007 -0.19
H 4.185 1.264 -1.445 0.09
H 3.540 0.462 -0.003 0.11
C 5.606 -0.941 -2.427 -0.21
H 5.934 -0.150 -0.423 0.11
H 4.862 -1.555 -0.495 0.12
C 4.476 -1.564 -3.249 -0.19
H 5.933 -0.011 -2.908 0.11
H 6.461 -1.624 -2.396 0.11
C 3.249 -0.647 -3.305 -0.20
H 4.812 -1.792 -4.268 0.11
H 4.171 -2.506 -2.771 0.12
H 3.502 0.283 -3.834 0.09
H 2.440 -1.146 -3.859 0.11
C 0.393 3.385 -2.066 -0.20
H 2.136 2.751 -0.988 0.13
C 0.779 4.869 -2.123 -0.19
H -0.179 3.122 -2.968 0.10
H -0.269 3.221 -1.206 0.07
C 1.849 5.179 -3.180 -0.20
H -0.123 5.466 -2.311 0.11
H 1.144 5.164 -1.131 0.11
C 3.042 4.218 -3.131 -0.19
H 1.386 5.116 -4.172 0.11
H 2.217 6.201 -3.037 0.11
C 2.612 2.752 -3.084 -0.21
H 3.690 4.369 -4.003 0.11
H 3.644 4.421 -2.237 0.12
H 2.129 2.493 -4.034 0.09
H 3.494 2.105 -2.993 0.08
C -1.453 2.717 1.027 -0.13
C -0.316 3.015 1.705 -0.14
H -1.473 2.679 -0.069 0.07
C -0.166 2.739 3.167 -0.20
H 0.543 3.482 1.197 0.09
C -1.331 1.888 3.704 -0.21
H 0.789 2.239 3.360 0.11
H -0.138 3.682 3.720 0.10
C -2.667 2.447 3.232 -0.21
H -1.240 0.866 3.321 0.07
H -1.291 1.807 4.797 0.11
C -2.770 2.480 1.689 -0.23
H -3.501 1.875 3.647 0.10
H -2.752 3.471 3.598 0.10
H -3.198 1.521 1.348 0.03
H -3.497 3.259 1.401 0.11
O 2.433 -3.413 -0.394 0.00
C 1.196 -3.305 -0.337 -0.62
O 0.399 -2.792 -1.248 -0.26
C 0.472 -3.748 0.926 -0.17
C -0.923 -4.033 0.932 -0.12
C -1.566 -4.263 2.172 -0.21
C -0.901 -4.155 3.394 0.08
C 0.453 -3.820 3.357 -0.16
C 1.168 -3.760 2.143 0.02
N 1.031 -3.192 4.519 -0.38
O 0.379 -3.169 5.579 -0.01
O 2.146 -2.651 4.379 -0.01
N -2.944 -4.659 2.142 -0.36
O -3.533 -4.645 1.039 -0.03
O -3.496 -4.990 3.213 0.00
H -1.507 -4.202 0.009 0.09
H -1.434 -4.275 4.332 0.13
H 2.250 -3.666 2.169 0.12
```

Computed properties:
E_LUMO (spin up / spin down) (eV): 1.82 / 1.83
F_max (eV Å⁻¹): 2.1
Total energy (eV): -90363.980
Gap between HOMO and LUMO (spin up / spin down) (eV): 4.14 / 4.96
Highest occupied orbital energy (spin up / spin down) (eV): -2.318 / -3.137
Total charge: -1
Spin multiplicity: 7


(2)
A 2-piece molecular cluster, C14H17BCl4O3Si overall, computed with ωB97M-V/def2-TZVPD.

```
40
Properties=species:S:1:pos:R:3:lowdin_charge:R:1
Cl 2.371 3.047 3.068 0.49
B 1.389 1.472 3.091 -1.94
Cl 1.794 0.477 1.586 0.54
Cl 1.808 0.515 4.615 0.52
O -0.039 1.769 3.096 -0.06
C -0.885 0.726 3.100 0.01
C -2.270 0.911 3.101 -0.16
C -3.206 -0.155 3.104 0.03
C -4.553 0.107 3.104 -0.08
C -5.016 1.420 3.101 -0.63
Cl -6.712 1.740 3.102 0.74
C -4.116 2.478 3.100 -0.07
C -2.770 2.231 3.099 0.04
H -0.454 -0.264 3.103 0.12
H -2.854 -1.170 3.106 0.13
H -5.272 -0.694 3.106 0.11
H -4.487 3.488 3.099 0.12
H -2.057 3.036 3.098 0.14
C 4.070 -2.227 -3.968 -0.15
Si 2.773 -1.493 -2.833 0.44
C 2.193 -2.783 -1.605 -0.15
C 3.468 -0.007 -1.927 -0.15
O 1.463 -1.037 -3.775 -0.09
C 0.456 -0.321 -3.151 -0.34
C -0.774 -0.854 -2.784 -0.03
C -1.512 0.172 -2.196 -0.09
C -0.718 1.287 -2.221 -0.12
O 0.497 1.003 -2.790 0.05
H 4.928 -2.575 -3.400 0.03
H 3.645 -3.063 -4.516 0.03
H 4.396 -1.475 -4.680 0.03
H 3.028 -3.137 -1.007 0.03
H 1.442 -2.350 -0.950 0.03
H 1.754 -3.623 -2.136 0.03
H 4.314 -0.322 -1.321 0.04
H 3.797 0.743 -2.640 0.04
H 2.709 0.432 -1.284 0.00
H -1.083 -1.875 -2.936 0.11
H -2.515 0.105 -1.802 0.10
H -1.004 2.266 -1.856 0.12
```

Computed properties:
E_LUMO (eV): -2.66
F_max (eV Å⁻¹): 5.0
Total energy (eV): -79584.332
Gap between HOMO and LUMO (eV): 5.51
Highest occupied orbital energy (eV): -8.171


(3)
One molecule with the formula C22H15Cl2N5OS, computed with ωB97M-V/def2-TZVPD.

```
46
Properties=species:S:1:pos:R:3:lowdin_charge:R:1
O 2.396 -2.394 -0.311 0.08
C 1.299 -2.857 -0.102 -0.54
C 1.034 -3.830 1.029 -0.35
S 0.362 -3.164 2.600 0.99
C 0.411 -1.457 2.322 -0.64
N 0.434 -0.660 3.384 0.03
N 0.497 0.616 3.191 0.10
C 0.552 1.130 1.967 -0.15
C 0.639 2.588 1.868 -0.18
C -0.062 3.302 0.899 -0.03
C 0.047 4.678 0.840 -0.07
C 0.852 5.356 1.741 -0.09
C 1.536 4.652 2.720 -0.08
C 1.426 3.277 2.789 -0.03
C 0.530 0.258 0.849 -0.13
C 0.633 0.720 -0.541 -0.19
C 1.728 1.476 -0.946 -0.02
C 1.821 1.903 -2.257 -0.06
C 0.818 1.598 -3.163 -0.07
C -0.277 0.852 -2.760 -0.10
C -0.365 0.401 -1.455 -0.05
N 0.435 -1.042 1.058 0.14
N 0.327 -2.764 -1.083 0.13
C -1.018 -3.014 -1.024 -0.34
N -1.566 -3.407 0.115 0.12
C -2.864 -3.628 0.196 -0.14
C -3.713 -3.461 -0.886 -0.66
Cl -5.405 -3.745 -0.743 0.68
C -3.171 -3.065 -2.107 -0.11
C -1.812 -2.843 -2.180 -0.57
Cl -1.087 -2.378 -3.680 0.75
H 0.330 -4.597 0.712 0.07
H 1.994 -4.273 1.301 0.08
H -0.709 2.785 0.206 0.12
H -0.501 5.225 0.087 0.10
H 0.939 6.431 1.686 0.10
H 2.154 5.178 3.432 0.10
H 1.948 2.717 3.549 0.11
H 2.508 1.712 -0.237 0.13
H 2.678 2.479 -2.573 0.11
H 0.888 1.943 -4.184 0.10
H -1.063 0.621 -3.462 0.09
H -1.219 -0.176 -1.128 0.11
H 0.638 -2.260 -1.909 0.11
H -3.225 -3.946 1.163 0.12
H -3.799 -2.938 -2.975 0.11
```

Computed properties:
E_LUMO (eV): -0.06
F_max (eV Å⁻¹): 1.2
Total energy (eV): -68435.458
Gap between HOMO and LUMO (eV): 8.43
Highest occupied orbital energy (eV): -8.494
Energy above the lowest of the compared OMol25 structures with the same formula, charge and spin (kcal per mole): 4.3


Which formula does entry 3 have? C22H15Cl2N5OS